[1]
Computed, not measured: the ion C5H8N with charge +1, with ωB97M-V/def2-TZVPD.

Last column: Löwdin charge in e.
Geometry (Å):
H  0.2598  1.9002  1.6874  0.123
H  1.5768  1.8987  0.8021  0.168
H  -0.1771  1.3849  -1.2158  0.121
H  -1.8633  -0.9542  -1.2221  0.104
H  -0.9404  -2.4849  -1.1067  0.103
C  -0.3416  0.9541  -0.2651  -0.023
H  -0.6078  -1.3298  -2.2909  0.125
C  1.1629  -0.1448  1.3677  0.006
H  -1.3970  1.0881  0.0853  0.154
N  0.7417  -1.2052  0.7063  0.170
C  0.6551  1.2196  0.9455  -0.109
C  -0.1843  -0.6295  -0.2361  -0.089
H  2.0138  -0.2766  1.9948  0.133
C  -0.8986  -1.4207  -1.2523  0.016

Total charge = +1
Energy above the lowest of the compared OMol25 structures with the same formula, charge and spin = 57.50 kcal/mol

[2]
Computed, not measured: a cluster of 2 separate species, C9H14BrNS in total, with ωB97M-V/def2-TZVPD.

Last column: Löwdin charge in e.
Geometry (Å):
H  -4.0256  -1.8524  -2.3425  0.091
H  4.7647  -1.7928  -2.5989  0.107
H  -3.5973  -3.6077  -1.6706  0.087
H  -3.9632  -2.2882  -0.5112  0.092
C  3.6296  -2.4656  -0.7132  -0.151
C  0.3679  -0.7381  0.1795  -0.518
C  3.7081  -1.8278  -2.0660  -0.440
N  2.7110  0.6908  1.3739  0.169
S  3.0637  -0.0305  -2.3695  0.952
H  -2.2705  0.1171  -2.0071  0.086
Br  -0.7474  -1.0029  1.6233  0.763
C  2.5873  0.8432  -1.1309  -0.479
H  4.1581  -1.9039  -0.0570  0.027
H  2.4965  -2.6827  -0.4842  0.113
H  4.0003  -3.4687  -0.6428  0.065
C  -0.3262  -0.1253  -0.9833  -0.339
H  -1.5447  -2.7015  -0.7936  0.077
H  0.2318  -0.4774  -1.8640  0.069
H  -2.4265  -0.2826  -0.3230  0.062
H  -0.0810  0.9421  -1.0260  0.112
C  -2.0372  -2.1044  -1.5376  -0.300
C  -1.8970  -0.5622  -1.2725  -0.207
H  -1.6795  -2.3623  -2.5399  0.106
C  -3.5034  -2.4761  -1.5508  -0.148
C  2.6737  0.5955  0.2289  -0.442
H  3.0338  -2.3178  -2.7654  0.045

[3]
Computed, not measured: a cluster of 4 separate species, C72H71FIN2O10 in total, with ωB97M-V/def2-TZVPD.

Last column: Löwdin charge in e.
Geometry (Å):
H  0.6017  -2.6450  -3.4487  0.109
H  3.1485  -9.9079  2.9731  0.112
C  -2.9128  3.6963  -3.0707  -0.518
H  2.4164  -4.5226  -4.9224  0.107
C  -0.3289  5.4914  -3.4720  -0.179
C  2.5134  -6.1772  -1.9554  -0.082
H  -0.3494  1.8421  0.4793  0.196
H  -5.9483  5.8740  -0.4911  0.090
H  5.0242  -11.2442  -1.7392  0.082
H  -0.1303  -2.1176  -1.8471  0.114
H  2.5300  6.2763  -3.2934  0.098
O  -3.3699  0.7443  -1.8576  -0.215
C  -1.8938  6.5275  5.2086  -0.064
C  -5.5898  4.8263  1.5031  -0.245
C  -4.5275  9.0304  4.2218  -0.277
H  1.5724  -1.5763  -2.3039  0.110
C  -2.4883  3.5737  0.0187  -0.101
C  7.1602  -12.3030  0.6850  -0.086
C  2.3142  -6.8291  1.8066  0.002
C  3.0028  -7.4051  -2.3994  -0.079
H  -2.5657  -0.3827  -3.4407  0.143
H  -4.2316  6.1231  0.2786  0.061
H  -0.4209  3.6772  -0.6569  0.171
N  -0.0632  -0.5538  -3.4505  -0.090
C  10.4197  -13.0597  4.3517  -0.058
H  -5.0506  6.6496  -2.9128  0.086
H  -4.7141  -0.3420  -0.0685  0.127
H  4.3632  -13.6338  -1.6443  0.109
C  -5.8887  11.0582  3.7590  0.003
C  2.9722  -9.1048  2.2640  -0.046
H  -1.1327  1.7033  -4.3480  0.096
H  -5.7881  0.2105  1.7180  0.127
H  -5.5369  14.2459  4.8767  0.111
O  -5.2937  8.3348  3.5734  0.083
H  -3.5250  3.1397  -0.2138  0.125
H  -3.7208  6.4596  4.0812  0.109
C  -0.3462  6.8551  -0.9732  -0.039
C  1.4014  1.2745  -2.7856  -0.023
C  2.7492  7.4795  -1.3119  -0.065
H  0.1025  3.4159  -4.0909  0.106
H  -6.1819  2.7985  2.7677  0.136
C  -5.7107  2.4768  1.7586  -0.173
H  3.3254  -6.6932  -5.7078  0.111
C  -2.4541  9.2324  5.5943  -0.080
H  -1.4532  6.6491  -0.7816  0.058
H  -2.7141  5.9055  -2.2625  0.082
C  -1.3035  2.9663  -0.9493  -0.168
C  5.5184  -11.9181  -1.0454  -0.063
C  -0.0614  0.0069  -6.1603  0.001
H  11.1946  -12.6843  5.0134  0.108
C  0.6137  -0.4826  -4.7479  -0.352
C  5.1451  -13.2598  -0.9901  -0.049
H  -4.5753  4.6479  2.0407  0.097
C  5.7697  -14.1209  -0.0928  0.004
H  -5.3322  5.2107  -4.0160  0.068
O  -6.4170  1.0422  -0.2143  -0.171
O  1.8142  -0.9378  -4.9192  0.003
H  -6.2156  -0.9014  -1.0212  0.139
H  1.5993  1.8968  -3.7521  0.111
C  2.9533  -8.2898  -0.0087  -0.078
H  -4.1407  4.9350  -1.6442  0.080
H  -1.2911  5.9545  -3.8602  0.078
C  -4.2248  12.6149  5.3658  0.009
C  -1.0170  7.3226  5.9440  -0.055
C  -5.3748  6.0764  0.5024  -0.068
C  6.5272  -11.4405  -0.2131  0.005
H  1.9815  -5.8592  2.1650  0.119
C  -3.9479  11.2581  5.1844  -0.084
H  5.4707  -15.1643  -0.0514  0.121
O  3.5962  -9.6068  -1.8415  0.086
C  -3.4742  5.1155  -2.5884  -0.311
C  9.9814  -14.3773  4.4685  -0.056
C  0.3737  6.3300  -2.2540  -0.155
C  8.8598  -12.7001  2.5443  -0.086
H  -5.0381  -0.1117  -3.0009  0.140
C  -1.2977  8.6716  6.1412  0.009
C  8.2408  -11.7893  1.5553  -0.281
C  -5.3256  13.1899  4.7383  -0.049
C  0.5082  -1.7236  -2.7415  -0.089
H  1.9041  -4.1879  -2.5289  0.090
H  -6.3875  5.0724  2.2926  0.132
C  7.4049  -14.5560  1.7284  -0.281
C  -6.1520  12.4142  3.9276  -0.052
C  8.4384  -14.0260  2.6450  -0.085
H  -7.0035  12.8664  3.4282  0.110
C  -2.1069  3.5134  1.6002  -0.085
O  7.0755  -15.7299  1.7805  0.101
H  0.4284  5.6697  -4.3490  0.128
H  6.8152  -10.3942  -0.2639  0.122
C  2.0037  8.0336  -0.0422  -0.065
H  -0.1147  6.8899  6.3659  0.109
C  -0.2522  3.9577  -3.1166  -0.175
C  -5.5592  0.0121  -0.7690  -0.152
C  0.4635  7.7022  0.1118  -0.053
C  -1.5210  3.1229  -2.5230  -0.277
H  2.6187  8.6590  0.6961  0.090
H  -3.9691  6.5345  -4.3881  0.062
C  -1.3278  1.6160  -3.1995  -0.154
C  1.9377  6.6533  -2.3652  -0.033
C  -2.7514  10.6642  5.8212  -0.278
H  -1.1681  -0.3113  -6.0915  0.087
H  -2.4210  4.7244  -0.1667  0.095
C  -6.3772  1.0753  1.2345  -0.160
C  6.7722  -13.6410  0.7534  -0.087
H  -1.0386  -0.3871  -0.9594  0.182
C  3.0913  -6.5503  -4.6571  -0.049
H  2.2184  0.4592  -2.7293  0.107
H  -7.4449  1.0572  1.6994  0.139
O  1.7956  -4.8837  -0.1315  0.087
H  -1.8568  1.2807  0.0965  0.182
C  -3.3207  8.4406  4.8417  -0.083
I  -2.9540  3.8161  -5.3065  0.973
H  10.4092  -15.0276  5.2255  0.108
H  -3.8450  3.0221  -2.8716  0.083
C  2.5088  -7.0463  0.4414  -0.086
H  2.4066  -7.6821  3.7779  0.109
O  8.6114  -10.6303  1.4642  0.098
C  2.2949  -5.1427  -2.8673  0.000
O  -5.9224  3.5727  0.7973  -0.206
C  -4.4993  5.8816  -3.6029  -0.205
H  3.6899  -8.5378  -4.1046  0.124
H  3.5071  -10.2979  0.5595  0.115
H  -0.0495  8.1342  1.0539  0.087
N  -0.9777  1.6535  -0.3464  0.129
F  0.8798  0.1713  -0.3680  -0.020
C  3.1739  -9.3233  0.9047  0.014
H  -3.5816  13.2263  5.9919  0.124
H  -5.6943  7.0633  0.9922  0.080
C  2.2368  -5.9550  -0.5193  -0.278
H  8.6633  -15.8920  3.7059  0.122
C  -1.7443  3.0451  2.7884  0.091
C  -3.0438  7.0838  4.6575  0.000
H  0.6991  3.8739  -2.4407  0.116
O  -2.0174  11.3458  6.5164  0.110
H  3.8599  7.7103  -1.4625  0.091
H  -6.5397  10.4580  3.1299  0.120
H  -1.1966  3.0030  3.8086  0.072
H  1.6586  2.0089  -1.9137  0.100
C  8.9968  -14.8625  3.6132  0.004
C  -0.1104  0.7235  -2.6634  -0.313
C  -4.8105  0.5781  -2.1072  -0.134
H  -5.3390  1.5874  -2.3381  0.142
H  10.2028  -11.1935  3.3104  0.121
H  -1.6783  5.4734  5.0610  0.088
C  9.8606  -12.2210  3.3926  0.002
H  -0.6113  9.2845  6.7184  0.124
C  2.5516  -7.8555  2.7159  -0.052
C  -4.7891  10.4761  4.3924  -0.087
C  3.2108  -8.5183  -1.4475  -0.262
H  -4.5941  2.2732  1.9592  0.098
C  2.5834  -5.3301  -4.2155  -0.052
H  -3.3956  1.1675  -3.9156  0.097
C  -2.6607  0.7081  -3.1284  -0.169
H  0.1022  1.1367  -6.2719  0.085
C  3.2967  -7.5884  -3.7526  0.011
C  -0.3519  0.5487  -1.0837  -0.145
H  0.4107  -0.6194  -7.0134  0.105

Total charge = +1

[4]
Computed, not measured: a cluster of 2 separate species, C5H15BrOSi2 in total, with ωB97M-V/def2-TZVPD.

Last column: Löwdin charge in e.
Geometry (Å):
H  -0.5026  -1.3769  -2.4488  -0.033
H  -1.2733  1.6608  3.0564  0.085
H  3.0392  0.0854  -1.0221  0.001
O  -0.0749  -1.0207  0.9658  -0.240
Br  -0.8416  3.3073  -0.8515  0.281
H  1.8309  -3.3060  -1.4882  0.022
C  -3.6637  1.7321  0.2037  -0.222
H  0.4337  -3.6384  -0.4129  0.036
H  -0.3374  2.8823  2.1319  -0.036
H  0.7354  -0.4100  -2.7479  -0.002
Si  0.9381  -1.1674  -0.3572  0.494
H  -4.4011  1.6404  0.9083  -0.075
C  1.4020  -3.0829  -0.4994  -0.173
H  -4.0379  2.0130  -0.6716  -0.096
C  0.0471  -0.6651  -2.0059  -0.151
H  2.1472  0.9931  0.1163  0.000
Si  -1.9476  1.9811  0.6210  0.357
H  3.2231  -0.2391  0.6302  0.024
H  2.1293  -3.3081  0.2623  0.003
H  -0.6171  0.3084  -2.0382  0.049
H  0.0843  -1.6609  1.7615  0.120
H  -0.0329  1.2766  1.9488  -0.039
C  -0.7650  1.9806  2.0663  -0.249
C  2.4848  0.0143  -0.1289  -0.154

[5]
Computed, not measured: an isolated molecule of C18H24N4O3S, with ωB97M-V/def2-TZVPD.

Last column: Löwdin charge in e.
Geometry (Å):
C  -2.0180  0.4701  -3.2547  -0.223
H  2.2577  -1.2654  1.0258  0.124
C  -2.8539  -1.2690  -4.8470  -0.067
H  -3.6157  -1.4971  -5.5897  0.075
H  0.2070  -3.6487  3.4454  0.110
H  -1.6226  -0.0701  4.5538  0.152
N  0.6602  1.3423  -0.1335  0.142
C  2.6339  1.5578  1.2954  -0.187
C  3.8172  -0.4527  2.2864  -0.152
N  -0.8514  -3.0842  5.1934  0.066
H  2.8032  2.6384  1.2291  0.156
O  -0.1909  -1.3481  0.9871  -0.242
C  -0.1929  1.0267  -1.2045  -0.215
H  -2.9577  -1.9642  -4.0171  0.082
H  -2.9612  2.1817  -5.1550  0.081
C  -0.5651  -1.5873  3.5687  -0.301
N  -1.2707  -1.0142  4.5898  0.083
O  2.6926  0.7622  -0.9675  0.070
N  1.4167  -0.1416  2.5919  -0.215
C  1.7722  1.2623  2.5234  -0.159
H  -1.9211  1.3447  0.0190  0.103
H  -3.6058  0.9742  -6.2723  0.075
H  3.9561  -0.2441  3.3489  0.114
H  4.5674  -1.1852  1.9900  0.119
H  0.8445  1.8348  2.5519  0.110
H  -1.8771  -1.4199  -5.2992  0.074
H  -1.8698  1.0630  -5.9716  0.073
C  -1.5627  1.0935  -0.9688  -0.019
C  -3.0073  0.1716  -4.3545  -0.394
H  -0.2723  0.1377  -4.4517  0.112
C  -2.8500  1.1601  -5.5120  -0.068
C  3.9793  0.8294  1.4585  -0.142
H  4.3435  0.5835  0.4594  0.108
H  4.7105  1.4826  1.9355  0.116
C  1.9968  1.1517  -0.0527  -0.429
H  -4.0172  0.2856  -3.9442  0.129
S  -0.1378  -0.5732  2.1860  0.691
H  2.3418  1.5206  3.4242  0.135
C  -2.4574  0.8156  -1.9827  -0.024
H  1.3180  0.6195  -2.6651  0.100
C  -0.3130  -2.8739  3.9695  -0.118
C  2.4322  -1.0556  2.0876  -0.189
C  0.2608  0.6805  -2.4715  0.007
O  -0.9672  0.6032  2.3021  -0.307
C  -0.6482  0.4066  -3.4759  -0.024
H  0.1500  1.5838  0.7044  0.099
C  -1.4209  -1.9613  5.5401  -0.182
H  -3.5182  0.8674  -1.7803  0.112
H  2.3273  -1.9924  2.6420  0.121
H  -1.9427  -1.8030  6.4622  0.120

Energy above the lowest of the compared OMol25 structures with the same formula, charge and spin = 31.01 kcal/mol

[6]
Computed, not measured: an isolated molecule of C8H17BN2O4, with ωB97M-V/def2-TZVPD.

Last column: Löwdin charge in e.
Geometry (Å):
H  -0.1377  0.7770  0.8820  0.123
O  0.6135  3.0421  -0.7325  0.148
H  1.4367  0.4752  -1.0890  0.095
C  2.5351  1.5784  0.3841  -0.082
H  -0.8354  -2.7835  2.1083  0.116
H  1.6633  4.8054  0.6794  0.106
O  -0.3644  0.5636  -1.9065  0.074
H  -0.8271  -2.0262  -2.5812  0.088
H  0.6241  -1.4927  -2.0286  0.072
H  0.9798  -0.0540  1.9368  0.140
O  2.1432  3.9892  0.8968  0.142
C  -0.0294  -1.3842  0.5993  -0.198
C  0.6063  -0.0255  0.8728  -0.165
C  -1.0303  -1.7597  1.7340  -0.162
H  2.4525  -0.5102  -0.1174  0.113
H  -2.3839  1.4503  -1.0935  0.154
C  1.7667  0.3274  -0.0484  -0.221
H  -0.9816  -1.1182  2.6295  0.121
B  1.7030  2.9326  0.1224  -0.623
N  -0.1868  -2.0370  -1.8005  0.111
H  0.2505  2.2557  -1.1674  0.051
C  -2.1946  -2.0234  -0.3267  -0.123
O  -2.3305  0.5466  -0.7163  0.127
N  -2.3572  -1.7396  1.1345  -0.039
H  -2.8383  -0.8594  1.2533  0.094
C  -1.1887  0.0160  -1.2043  -0.459
H  -3.0416  -1.6586  -0.9155  0.123
H  0.7356  -2.1598  0.4660  0.149
H  2.8321  1.5927  1.4445  0.110
H  -2.1755  -3.0953  -0.5117  0.121
C  -0.8788  -1.3536  -0.7036  -0.413
H  3.4396  1.7288  -0.2006  0.106

Energy above the lowest of the compared OMol25 structures with the same formula, charge and spin = 0.00 kcal/mol

[7]
Computed, not measured: a cluster of 4 separate species, C2H13NO3 in total, with ωB97M-V/def2-TZVPD.

Last column: Löwdin charge in e.
Geometry (Å):
H  0.6542  -0.2169  -0.1813  -0.025
H  3.2697  -1.0782  -0.1285  0.004
C  -0.6137  -0.8086  1.3455  -0.333
O  2.6494  -0.4329  0.0642  -0.048
H  -1.1753  2.5848  -1.3971  -0.031
H  -2.5729  -0.3672  2.3215  0.071
O  1.9000  1.3471  -1.7009  -0.075
H  -2.6601  -0.6533  0.5469  0.065
H  -0.0562  -1.6921  -0.3336  0.101
H  1.6224  1.9896  -2.3715  0.051
H  3.0800  0.3666  -0.3268  0.058
H  -2.5147  -1.9248  1.7482  0.046
O  -0.8312  1.9840  -1.9182  0.051
H  -0.2073  -1.6774  1.9418  0.111
H  -0.9661  1.2234  -1.4418  -0.024
C  -2.1420  -0.9517  1.4718  -0.126
H  1.0495  0.9199  -1.5259  -0.003
N  -0.1672  -0.7041  -0.0405  -0.002
H  -0.3185  0.0919  1.9262  0.109

Energy above the lowest of the compared OMol25 structures with the same formula, charge and spin = 38.03 kcal/mol

HOMO-LUMO gap / eV: 9.9; 7.3; 7.9; 8.3; 8.5; 9.4; 10.2
Total energy / eV: -6795.5952; -91920.4570; -110068.8871; -93273.8399; -41994.1259; -20421.5506; -9916.5622